The following is a quantum chemistry calculation of a structure of composition C39H36AlFN5S3Sb in a non-equilibrium geometry, from OMol25.

ORCA input file:
```
! wB97M-V def2-TZVPD RIJCOSX def2/J DEFGRID3
* xyz 2 1
Al 0.2189 -0.3310 1.4246
N 2.2479 0.9966 4.8043
C 1.8191 2.2931 5.2379
C 2.5521 3.0357 6.1340
C 2.0353 4.3165 6.4822
C 0.8634 4.8702 5.9134
C 0.1628 4.0936 5.0027
C 0.6032 2.8065 4.6629
S -0.4306 1.7925 3.8098
N 0.8288 0.8866 2.9725
C 1.8620 0.4908 3.6181
C 2.6535 -0.6247 3.1009
C 3.8779 -1.0522 3.5817
C 4.3750 -2.2295 3.0446
C 3.6894 -2.8483 2.0175
C 2.5299 -2.2046 1.4623
N 2.0407 -1.1754 2.0408
H 2.9949 0.5596 5.1906
H 3.4942 2.7349 6.5734
H 2.5342 4.8864 7.2460
H 0.6353 5.9262 6.1104
H -0.6705 4.5234 4.4851
H 4.3914 -0.5457 4.4313
H 5.2807 -2.6139 3.4114
H 4.0231 -3.8190 1.5228
H 1.9127 -2.6935 0.6649
F -3.5958 -5.0296 2.5465
C -2.7698 -3.9930 2.3393
C -1.5457 -3.9143 2.9110
C -0.5751 -2.9219 2.6304
C -1.0192 -1.7959 1.8749
C -2.2886 -1.9074 1.2845
C -3.1488 -3.0163 1.4483
H -1.3725 -4.7321 3.5909
H 0.4531 -3.1068 2.9465
H -2.5925 -1.1431 0.5780
H -4.1221 -2.9846 0.9188
S 1.2097 -0.0430 -0.6257
Sb -0.0755 -0.7136 -2.4406
C -1.6922 0.3429 -3.0465
C -2.9568 0.1787 -2.4832
C -4.0759 0.8536 -3.0128
C -3.9136 1.7067 -4.1184
C -2.5936 1.9211 -4.5605
C -1.5421 1.2713 -4.0601
C -0.8313 -2.6380 -2.1213
C -0.2313 -3.4884 -1.1637
C -0.7782 -4.7109 -0.8508
C -1.9149 -5.1647 -1.4737
C -2.4904 -4.3708 -2.4246
C -1.9357 -3.1234 -2.7468
C 1.1978 -0.7000 -4.0982
C 2.5289 -0.3377 -3.9608
C 3.3346 -0.4480 -5.0326
C 2.7931 -0.8860 -6.2572
C 1.4581 -1.2973 -6.4049
C 0.6996 -1.1571 -5.2887
H -2.9912 -0.3446 -1.5517
H -5.0547 0.6270 -2.5577
H -4.7730 2.2860 -4.4459
H -2.4351 2.7361 -5.2418
H -0.5769 1.5155 -4.5997
H 0.5768 -3.0455 -0.5884
H -0.3441 -5.3684 -0.0561
H -2.4209 -6.0413 -1.1778
H -3.3796 -4.7003 -2.9474
H -2.3930 -2.5953 -3.4888
H 2.8955 0.0351 -2.9695
H 4.3488 -0.0842 -4.9687
H 3.4849 -0.9901 -7.0704
H 1.0277 -1.6416 -7.3255
H -0.3355 -1.5447 -5.3204
C 0.8461 4.2554 -0.4030
N 0.1146 3.3044 0.4354
C -0.9887 2.6706 0.0600
S -1.6152 1.2747 0.8685
N -1.7849 3.0906 -0.8920
C -1.8238 4.4684 -1.4642
H 1.7604 4.3201 0.1312
H 0.3621 5.2009 -0.4315
H 0.9447 3.8385 -1.3995
H 0.7229 2.9994 1.2050
H -2.6174 2.5733 -1.0411
H -1.0714 4.6128 -2.1904
H -1.7771 5.2118 -0.6164
H -2.8404 4.6097 -1.7962
*
```

Kohn-Sham gap, Eh: 0.2508
LUMO energy, Ha: -0.219
E_tot, eV: -96823.965
HOMO level, eV: -12.775